8
Properties=species:S:1:pos:R:3 method="wB97M-V/def2-TZVPD" e_lumo_ha=-0.0498 smiles="NC(=O)C=S" homo_lumo_gap_ev=8.10 e_tot_ev=-16494.9135 relative_energy_kj_mol=27.5
N 1.027 1.256 -0.020
C 1.043 -0.093 0.003
O 2.065 -0.788 0.030
C -0.388 -0.712 -0.054
S -1.835 0.046 0.010
H 0.129 1.673 0.173
H 1.941 1.758 -0.116
H -0.349 -1.827 -0.023